The following is a DFT calculation (ωB97M-V with the def2-TZVPD basis set) of C23H43Cl2F5IrN3O5SiTe as an isolated structure at a distorted geometry.

Each line ends with the Löwdin spin population.
CARTESIAN COORDINATES (ANGSTROEM)
C -2.016 -0.277 -3.840  0.000
C -1.220 -1.369 -3.205  0.010
H -1.405 0.258 -4.584  0.000
H -2.336 0.442 -3.077  0.001
H -2.916 -0.641 -4.364  0.000
C -0.536 -2.292 -3.895  0.019
C -0.454 -2.301 -5.380  0.004
H 0.049 -3.046 -3.370  0.000
H -0.096 -1.334 -5.766  0.001
H -1.421 -2.510 -5.861  0.001
H 0.256 -3.067 -5.709  0.000
Ir 0.492 0.900 0.391  2.422
Cl 1.342 4.126 0.406  0.036
C -0.029 -1.692 1.955  0.012
O 0.811 -0.818 1.587  0.116
N 0.257 -2.457 2.999  0.008
C 1.573 -2.316 3.598  0.001
C -0.722 -3.363 3.588  0.002
H -1.000 -1.870 1.458  0.001
H 1.731 -1.289 3.951  0.000
H 2.356 -2.568 2.872  0.000
H 1.611 -3.008 4.440  0.000
H -1.691 -2.857 3.690  0.001
H -0.343 -3.654 4.572  0.000
H -0.852 -4.260 2.965  0.000
H 1.277 2.304 5.855  0.000
H -0.142 3.853 5.794  0.000
C 1.225 1.914 4.836  0.001
C -0.368 3.875 4.728  0.002
N 0.347 2.783 4.076  0.010
H 0.824 0.892 4.839  0.001
C 0.205 2.515 2.790  0.013
O 0.851 1.521 2.308  0.088
H -1.451 3.783 4.587  0.001
H -0.445 3.165 2.192  0.002
H 2.220 1.908 4.375  0.000
H -0.061 4.847 4.323  0.000
H 2.288 0.275 -3.234  0.002
H 2.793 -2.559 -2.704  0.001
C 3.226 0.299 -2.660  0.004
C 3.619 -2.090 -2.148  0.002
N 3.242 -0.769 -1.664  0.026
H 3.354 1.271 -2.177  0.001
C 2.899 -0.573 -0.397  0.028
O 2.513 0.566 0.043  0.067
H 3.889 -2.726 -1.297  0.000
H 2.986 -1.442 0.278  0.002
H 4.054 0.106 -3.349  0.000
H 4.472 -1.986 -2.828  0.000
O 0.123 -0.547 -1.529  0.309
C -1.025 -1.268 -1.697  0.017
C 0.305 -3.256 -0.788  -0.001
C -0.918 -2.617 -0.976  -0.002
H 1.210 -2.759 -1.157  0.000
C 0.345 -4.498 -0.149  0.000
H -1.907 -0.748 -1.280  0.005
C -2.099 -3.196 -0.514  0.000
H 1.305 -5.003 -0.024  0.000
C -0.839 -5.080 0.307  0.000
C -2.063 -4.430 0.127  0.000
H -3.036 -2.653 -0.683  0.000
H -0.812 -6.058 0.797  0.000
H -2.996 -4.882 0.471  0.000
Si 0.024 3.898 -1.340  0.025
Cl 0.340 1.766 -1.599  0.185
C 1.467 4.784 -2.302  0.006
C -1.492 4.176 -0.213  0.001
C -1.114 4.358 -2.885  0.012
H 2.365 4.150 -2.340  0.000
H 1.734 5.716 -1.785  0.002
H 1.203 5.045 -3.336  0.000
H -0.648 4.082 -3.840  0.000
H -1.245 5.450 -2.860  0.002
H -2.103 3.886 -2.824  0.000
H -1.762 3.246 0.309  0.001
H -2.371 4.499 -0.786  0.000
H -1.270 4.950 0.534  0.000
F -4.180 0.434 3.366  0.046
Te -2.835 0.658 2.022  0.086
F -3.056 -1.214 1.583  0.077
F -2.669 2.497 2.596  0.064
F -4.177 1.115 0.740  0.093
F -1.554 0.133 3.362  0.054
O -1.507 0.901 0.706  0.126

Summary:
E_HOMO (spin up / spin down) = -6.8 / -7.5 eV
Net charge = 0
Largest force on an atom = 4.10 eV/A
LUMO level (spin up / spin down) = -1.4 / -2.0 eV
Spin multiplicity = 5